Entry 1:
32
Properties=species:S:1:pos:R:3 method="wB97M-V/def2-TZVPD" relative_energy_ev=0.000 total_charge=-1 homo_lumo_gap_ev="6.74 / 6.44" largest_force_ev_per_a=0.4 lumo_ev="2.15 / 1.85" multiplicity=2 homo_ev="-4.5879 / -4.5874" total_energy_ha=-12221.41121
Cu 0.068 0.609 0.447
N 0.945 -1.117 -0.399
C -0.095 -2.015 -0.884
C -1.195 -2.084 0.170
N -1.600 -0.748 0.609
C -2.786 -0.159 -0.003
C -2.427 0.705 -1.210
N -1.367 1.622 -0.799
H 1.630 -0.871 -1.124
H 1.499 -1.533 0.349
H 0.277 -3.020 -1.103
H -0.489 -1.605 -1.817
H -0.810 -2.616 1.043
H -2.054 -2.650 -0.207
H -1.652 -0.652 1.629
H -3.259 0.470 0.754
H -3.509 -0.930 -0.293
H -3.319 1.216 -1.584
H -2.038 0.084 -2.018
H -1.691 2.365 -0.188
H -0.887 2.073 -1.569
Se 5.647 2.585 -0.410
Sb 4.431 0.542 -0.480
Se 5.641 -1.380 0.809
Se 3.480 -0.386 -2.496
Se 3.630 -0.405 1.714
O -1.518 0.224 3.175
N -0.424 0.750 3.415
O 0.318 0.981 2.422
O 0.422 3.345 0.262
N 1.506 2.942 -0.107
O 1.627 1.658 -0.106

=====

Entry 2:
10
Properties=species:S:1:pos:R:3 method="wB97M-V/def2-TZVPD" relative_energy_ev=2.195 total_charge=0 smiles="O=c1nc(S)nco1" homo_lumo_gap_ev=9.54 largest_force_ev_per_a=3.4 lumo_ev=-0.61 homo_ev=-10.1496 total_energy_ha=-773.66653
O -1.013 2.513 0.271
C -0.520 1.440 0.193
N -1.044 0.162 0.238
C -0.331 -0.870 0.015
S -1.025 -2.402 -0.717
N 1.100 -1.024 -0.048
C 1.595 0.186 0.046
O 0.840 1.309 0.125
H -2.181 -1.830 -0.318
H 2.579 0.514 0.196

=====

Entry 3:
17
Properties=species:S:1:pos:R:3 method="wB97M-V/def2-TZVPD" relative_energy_ev=0.289 total_charge=0 smiles=CSC.CC homo_lumo_gap_ev=9.54 largest_force_ev_per_a=0.9 lumo_ev=1.04 homo_ev=-8.4986 total_energy_ha=-557.75980
C -1.381 0.842 -3.009
S -1.021 1.514 -1.366
C -1.042 -0.072 -0.482
H -2.345 0.334 -2.971
H -0.573 0.194 -3.326
H -1.506 1.638 -3.719
H -1.858 -0.680 -0.862
H -0.076 -0.540 -0.594
H -1.201 0.079 0.589
C 2.654 -2.220 3.279
C 1.576 -1.276 2.691
H 2.242 -2.910 4.010
H 3.524 -1.698 3.665
H 3.044 -2.832 2.458
H 1.601 -1.429 1.621
H 0.579 -1.577 3.011
H 1.784 -0.243 2.954

=====

Entry 4:
35
Properties=species:S:1:pos:R:3 method="wB97M-V/def2-TZVPD" relative_energy_ev=12.708 total_charge=-1 homo_lumo_gap_ev=2.51 largest_force_ev_per_a=4.8 lumo_ev=-4.14 homo_ev=-6.6527 total_energy_ha=-2125.50401
Be 0.938 -13.389 -31.941
C 1.096 -15.324 -25.569
F 0.367 -16.093 -24.771
F 0.379 -14.235 -25.656
F 2.256 -14.879 -25.176
S 1.189 -16.321 -27.316
O 1.359 -17.774 -27.165
O -0.051 -15.964 -27.946
N 2.465 -15.511 -28.161
S 3.733 -16.267 -27.676
O 3.859 -16.686 -26.210
O 4.067 -17.252 -28.665
C 5.049 -14.867 -27.812
F 6.252 -15.380 -27.480
F 5.107 -14.449 -29.140
F 4.700 -13.955 -26.934
B -1.430 -15.965 -34.155
H -0.886 -15.276 -34.782
H -0.669 -16.490 -33.599
H -2.128 -15.518 -33.463
H -2.073 -16.589 -34.757
B 2.422 -9.728 -30.414
H 3.109 -9.080 -29.890
H 2.967 -10.035 -31.293
H 2.096 -10.504 -29.739
H 1.527 -9.254 -30.784
O 4.537 -14.178 -34.130
H 5.350 -13.968 -33.670
H 4.756 -14.939 -34.668
O -2.894 -11.081 -31.431
H -3.710 -11.183 -30.941
H -2.991 -10.246 -31.888
O 0.466 -10.652 -35.783
H 0.944 -10.508 -36.599
H 0.450 -9.794 -35.359

=====

Entry 5:
66
Properties=species:S:1:pos:R:3 method="wB97M-V/def2-TZVPD" total_charge=+1 homo_lumo_gap_ev=9.60 largest_force_ev_per_a=3.9 lumo_ev=-2.93 homo_ev=-12.5278 total_energy_ha=-6478.33482
C -1.972 -2.983 1.436
C -2.126 -1.863 0.304
O -0.824 -1.210 0.226
B -0.830 -0.052 -0.498
O -1.944 0.589 -1.021
C 0.621 0.623 -0.775
N 1.336 0.179 -1.787
N 2.459 0.932 -1.742
C 2.436 1.823 -0.737
S 3.692 3.029 -0.344
N 1.261 1.649 -0.055
C 0.590 2.207 1.111
S 1.367 3.565 2.032
O 2.643 3.208 2.620
O 1.390 4.796 1.257
H -2.893 -3.126 2.032
H -1.119 -2.625 2.067
H -1.611 -3.898 0.921
H -2.372 -2.303 -0.716
H -2.920 -1.137 0.598
H -2.368 0.033 -1.703
H 3.266 0.876 -2.368
H 3.091 4.232 -0.611
H -0.432 2.552 0.796
H 0.391 1.372 1.839
H 0.519 3.811 3.104
Cl -0.232 -0.406 4.126
C -1.537 -0.488 5.344
C -1.555 -1.811 6.077
Cl -2.048 -3.156 5.019
H -2.483 -0.299 4.839
H -1.360 0.322 6.052
H -2.276 -1.769 6.893
H -0.579 -2.052 6.496
Cl 5.309 5.585 -0.201
C 5.605 7.156 -0.992
C 4.643 8.219 -0.518
Cl 2.978 7.907 -1.071
H 5.542 7.010 -2.069
H 6.628 7.445 -0.748
H 4.936 9.188 -0.922
H 4.630 8.291 0.569
Cl 4.552 -0.766 0.380
C 3.789 -2.144 -0.458
C 4.749 -2.839 -1.392
Cl 5.166 -1.819 -2.794
H 2.913 -1.776 -0.990
H 3.453 -2.836 0.314
H 4.291 -3.747 -1.784
H 5.673 -3.114 -0.886
Cl -5.365 0.629 -1.238
C -6.035 0.629 -2.886
C -5.740 -0.664 -3.609
Cl -4.002 -0.843 -3.978
H -5.629 1.488 -3.418
H -7.113 0.765 -2.793
H -6.270 -0.685 -4.561
H -6.052 -1.529 -3.026
Cl -3.190 -7.785 -0.781
C -2.582 -6.707 -2.060
C -2.285 -5.320 -1.540
Cl -3.767 -4.440 -1.084
H -3.318 -6.684 -2.862
H -1.669 -7.158 -2.448
H -1.794 -4.731 -2.316
H -1.630 -5.351 -0.670

=====

Entry 6:
11
Properties=species:S:1:pos:R:3 method="wB97M-V/def2-TZVPD" relative_energy_ev=5.055 total_charge=0 homo_lumo_gap_ev=9.68 largest_force_ev_per_a=0.5 lumo_ev=0.81 homo_ev=-8.8736 total_energy_ha=-372.71456
N 2.106 0.183 0.590
C 1.260 0.266 -0.447
N 0.336 -0.549 -1.087
N -0.939 -0.584 -0.471
C -1.415 0.300 0.395
O -2.713 -0.023 0.578
N 0.802 0.928 -1.411
H 2.345 -0.748 0.907
H 2.826 0.885 0.671
H -1.525 -1.289 -0.908
H -3.082 0.628 1.184